A molecular structure, C52H46LaN13O5. Source: the OMol25 dataset; level of theory: the ωB97M-V functional and the def2-TZVPD basis.

Positions of all 117 atoms, in Å:
La (0.241166, -1.150603, 0.418913)
O (4.820249, -0.078495, 0.295291)
C (3.642401, -0.263063, -0.012246)
N (2.758042, -1.102354, 0.527654)
C (3.220223, -1.904880, 1.584911)
C (4.404042, -2.632131, 1.538788)
C (4.763320, -3.455341, 2.591825)
C (3.966469, -3.524198, 3.721093)
C (2.806517, -2.773069, 3.801029)
C (2.405309, -1.980352, 2.731463)
N (1.194776, -1.268941, 2.698527)
C (0.879574, -0.545356, 3.772844)
O (1.544171, -0.362251, 4.793097)
C (-0.471828, 0.124697, 3.691012)
C (-0.857473, 0.910862, 4.775388)
C (-2.126022, 1.452622, 4.804408)
C (-2.989153, 1.140650, 3.764172)
C (-2.518593, 0.360311, 2.721187)
N (-1.276810, -0.114653, 2.649061)
C (3.078833, 0.547295, -1.149942)
C (3.901634, 1.500011, -1.751463)
C (3.456786, 2.163238, -2.875556)
C (2.219161, 1.811693, -3.396305)
C (1.470497, 0.864524, -2.722624)
N (1.854181, 0.266061, -1.600882)
H (5.043577, -2.537324, 0.675598)
H (5.677159, -4.030879, 2.533073)
H (4.262206, -4.147973, 4.553091)
H (2.206153, -2.790758, 4.696532)
H (-0.138093, 1.058420, 5.566985)
H (-2.445300, 2.078456, 5.626233)
H (-4.007719, 1.496139, 3.744650)
H (-3.182601, 0.093957, 1.912609)
H (4.875452, 1.676030, -1.321545)
H (4.063815, 2.913976, -3.358304)
H (1.835563, 2.254289, -4.304183)
H (0.519891, 0.534950, -3.105457)
N (-3.765776, -2.098624, 0.859688)
C (-2.943430, -2.649805, 1.744854)
N (-3.492501, -3.043540, 2.898076)
C (-2.705827, -3.731051, 3.710110)
N (-3.198326, -4.063117, 4.913523)
N (-1.484306, -4.176981, 3.374042)
C (-1.012576, -3.711068, 2.232837)
N (-1.644978, -2.860884, 1.418570)
C (0.261727, -4.283419, 1.754658)
C (0.802746, -5.388560, 2.404542)
C (1.928882, -5.992087, 1.876178)
C (2.463430, -5.478240, 0.706211)
C (1.865274, -4.363302, 0.134786)
N (0.793454, -3.767932, 0.641110)
H (-4.699880, -1.944605, 1.203532)
H (-3.449459, -1.485227, 0.098478)
H (-4.041355, -3.606631, 5.209996)
H (-2.587041, -4.466552, 5.600003)
H (0.321202, -5.749866, 3.297000)
H (2.371089, -6.849406, 2.362045)
H (3.325826, -5.933119, 0.245373)
H (2.256040, -3.933805, -0.779779)
C (-1.417934, -0.239709, -6.288222)
N (-0.986612, -1.134264, -5.250163)
N (-1.208684, -0.887955, -3.899646)
C (-0.527741, -1.837724, -3.146389)
O (-0.554843, -1.954346, -1.915175)
C (0.192636, -2.615309, -4.105429)
C (-0.098820, -2.149103, -5.355151)
C (0.408385, -2.597919, -6.677690)
C (-2.266873, 0.001465, -3.566234)
C (-3.572161, -0.437959, -3.749169)
C (-4.628115, 0.437147, -3.577896)
C (-4.387619, 1.750622, -3.209928)
C (-3.089372, 2.188630, -3.020100)
C (-2.026636, 1.322806, -3.211783)
H (-2.310474, 0.295889, -5.962410)
H (-1.662639, -0.811611, -7.184227)
H (-0.638251, 0.487258, -6.543021)
H (0.832601, -3.434010, -3.850059)
H (1.206795, -3.318468, -6.527341)
H (0.796887, -1.752904, -7.246042)
H (-0.382723, -3.071703, -7.261293)
H (-3.744379, -1.464719, -4.036173)
H (-5.638917, 0.091244, -3.738017)
H (-5.212889, 2.431779, -3.064324)
H (-2.902622, 3.212450, -2.726701)
H (-1.024610, 1.689801, -3.073069)
C (3.259449, 6.040477, -0.064798)
C (2.779082, 4.703030, 0.424544)
C (3.610377, 3.924477, 1.222434)
C (3.211123, 2.685375, 1.691482)
C (1.947835, 2.219158, 1.381615)
C (1.100454, 2.987957, 0.592078)
N (-0.161774, 2.468889, 0.237169)
C (-1.387259, 2.853177, 0.688627)
C (-1.542269, 3.938502, 1.563075)
C (-2.797908, 4.393492, 1.906315)
C (-3.939255, 3.774475, 1.409236)
C (-3.797129, 2.642175, 0.634857)
C (-2.544277, 2.153416, 0.277528)
C (-2.478876, 0.790274, -0.335627)
O (-3.528614, 0.167886, -0.550125)
O (-1.321174, 0.282458, -0.542130)
C (1.515013, 4.220327, 0.078247)
C (0.578766, 4.942565, -0.848731)
H (4.254330, 6.249729, 0.320040)
H (2.589829, 6.832835, 0.268053)
H (3.300727, 6.066308, -1.153895)
H (4.592487, 4.295254, 1.478890)
H (3.876260, 2.085625, 2.293625)
H (1.602063, 1.262037, 1.760575)
H (-0.179170, 1.614094, -0.318611)
H (-0.658225, 4.395472, 1.987710)
H (-2.897016, 5.236076, 2.577144)
H (-4.923539, 4.148231, 1.656304)
H (-4.657857, 2.078875, 0.305032)
H (0.227823, 4.252373, -1.617241)
H (1.051826, 5.792568, -1.327848)
H (-0.299281, 5.293284, -0.306676)

Cartesian forces (eV/Å) of the 3 atoms listed first:
La -0.024 -0.501 -0.560
O 0.017 0.058 -0.057
C 0.062 0.052 0.111

Calculated values
HOMO level = -6.85 eV
net charge = 0
relative energy (zero: lowest compared OMol25 entry of this formula, charge and spin) = 53.14 kJ/mol
multiplicity = 1
orbital gap = 6.85 eV

A molecular structure, C19H32ClN3V in a non-equilibrium geometry. Source: the OMol25 dataset; level of theory: the ωB97M-V functional and the def2-TZVPD basis.

Positions of all 56 atoms, in Å:
C (4.592705, -0.536817, -2.480217)
C (4.386917, -1.619487, -3.532788)
C (5.044558, 0.773455, -3.134259)
C (5.598540, -0.971518, -1.415143)
Cl (3.061994, -0.245022, -1.685850)
H (6.003028, 0.681608, -3.663842)
H (5.162331, 1.540709, -2.359741)
H (4.287132, 1.095820, -3.858669)
H (5.324039, -1.871054, -4.033701)
H (3.669751, -1.280651, -4.283634)
H (3.990232, -2.517118, -3.057625)
H (6.565408, -1.211594, -1.866946)
H (5.218188, -1.854184, -0.893588)
H (5.740683, -0.165073, -0.687656)
C (-2.366925, 1.356400, -1.110978)
C (-1.484938, 2.500557, -1.176797)
C (-0.299781, 2.104523, -1.917618)
H (-1.733907, 3.505701, -0.830841)
C (-0.488087, 0.770166, -2.362447)
C (-1.742666, 0.295272, -1.859905)
H (-2.182310, -0.681327, -2.083004)
H (-3.361422, 1.341076, -0.670713)
H (0.577643, 2.718188, -2.108418)
H (0.152653, 0.218500, -3.062655)
C (0.166168, 1.147809, 2.322141)
C (-0.565999, 2.300347, 1.826196)
C (0.290548, 2.964393, 0.882203)
H (-1.509372, 2.692076, 2.209631)
C (1.470887, 2.162842, 0.714958)
C (1.386561, 1.050679, 1.601859)
H (2.169227, 0.318258, 1.793563)
H (-0.108224, 0.594538, 3.203660)
H (0.106165, 3.955412, 0.470707)
H (2.347222, 2.461900, 0.145525)
V (-0.460949, 1.060888, 0.024532)
C (-2.583586, 0.008747, 3.607107)
N (-2.710340, 0.049253, 2.140051)
C (-3.971963, 0.672369, 1.686446)
C (-2.148083, -0.991357, 1.378381)
N (-1.076448, -0.760131, 0.599749)
N (-2.703279, -2.207274, 1.404185)
C (-3.886690, -2.521876, 2.220482)
C (-2.157344, -3.281403, 0.566047)
H (-3.566137, -0.097373, 4.082237)
H (-2.141558, 0.939003, 3.978315)
H (-1.937157, -0.815634, 3.926238)
H (-4.353391, 0.141801, 0.799934)
H (-4.724744, 0.640895, 2.494168)
H (-3.798455, 1.732105, 1.429040)
H (-0.636795, -1.621108, 0.293549)
H (-4.727822, -1.864681, 1.958707)
H (-4.156389, -3.561747, 2.018361)
H (-3.651154, -2.408936, 3.286991)
H (-2.180772, -3.016920, -0.508978)
H (-1.118982, -3.521878, 0.860441)
H (-2.776914, -4.171124, 0.720608)

Cartesian forces (eV/Å) of the 3 atoms listed first:
C 2.345 -0.170 -1.163
C -0.304 -0.051 0.123
C -0.246 0.209 0.073

Calculated values
expectation value of S² = 0.80
HOMO level (alpha / beta) = -15.47 / -15.40 eV
net charge = +2
relative energy (zero: lowest compared OMol25 entry of this formula, charge and spin) = 0.00 kJ/mol
multiplicity = 2
orbital gap (alpha / beta) = 7.13 / 7.56 eV

A single C28H24FN3O5 molecule. Source: the OMol25 dataset; level of theory: the ωB97M-V functional and the def2-TZVPD basis.

Positions of all 61 atoms, in Å:
C (-8.087705, -3.293338, -1.026496)
H (-8.888984, -3.466829, -1.742726)
O (-7.625602, -1.989004, -1.282021)
C (-6.597122, -1.517899, -0.538251)
C (-5.965753, -2.198776, 0.467196)
C (-4.885270, -1.622487, 1.168571)
N (-4.275909, -2.351542, 2.119906)
C (-3.248733, -1.832470, 2.737213)
C (-2.735313, -0.557575, 2.474755)
C (-3.359150, 0.216372, 1.520317)
C (-4.470380, -0.309457, 0.825324)
C (-5.132721, 0.387189, -0.206437)
C (-6.167310, -0.193633, -0.887373)
O (-6.852913, 0.372411, -1.911446)
C (-6.459583, 1.650528, -2.346686)
H (-6.576905, 2.399360, -1.556477)
H (-7.119666, 1.894055, -3.177317)
H (-5.421335, 1.653083, -2.694735)
H (-4.784521, 1.379710, -0.443138)
O (-2.950148, 1.500444, 1.245701)
C (-1.609785, 1.688296, 1.030130)
C (-0.862727, 0.775063, 0.293182)
C (0.470796, 1.010393, 0.033377)
C (1.082580, 2.162293, 0.517246)
C (0.333106, 3.075775, 1.254454)
C (-1.005023, 2.846783, 1.505701)
H (-1.589274, 3.554053, 2.073078)
H (0.802189, 3.970449, 1.638364)
N (2.447378, 2.423664, 0.318547)
C (3.293407, 1.811836, -0.540734)
O (2.961316, 0.959449, -1.350443)
C (4.736775, 2.207693, -0.388894)
C (5.373080, 3.115573, -1.416077)
C (5.173165, 3.592257, -0.012786)
H (4.431528, 4.358165, 0.162242)
H (6.039880, 3.659911, 0.627926)
H (4.735615, 3.509683, -2.193977)
H (6.372481, 2.877892, -1.747345)
C (5.614996, 1.055428, 0.086612)
O (6.454784, 1.208971, 0.946304)
N (5.347439, -0.091568, -0.580834)
C (5.868909, -1.369553, -0.377565)
C (6.902431, -1.634295, 0.517188)
C (7.363413, -2.928260, 0.674766)
C (6.791636, -3.946351, -0.065464)
C (5.767238, -3.705573, -0.963994)
C (5.308383, -2.412662, -1.115337)
H (4.505253, -2.203055, -1.806666)
H (5.339992, -4.520104, -1.526775)
F (7.242814, -5.210486, 0.091966)
H (8.159856, -3.151628, 1.366305)
H (7.332863, -0.828580, 1.087874)
H (4.569454, -0.046444, -1.238659)
H (2.838315, 3.139683, 0.915732)
H (1.036247, 0.304141, -0.549361)
H (-1.334710, -0.121986, -0.079798)
H (-1.873389, -0.185371, 3.007592)
H (-2.786677, -2.455304, 3.492173)
H (-6.254572, -3.195132, 0.756181)
H (-7.296278, -4.033883, -1.179117)
H (-8.479849, -3.387365, -0.008999)

Cartesian forces (eV/Å) of the 3 atoms listed first:
C -0.067 -0.253 0.064
H 0.049 -0.025 0.076
O 0.231 0.386 0.029

Calculated values
HOMO level = -8.26 eV
net charge = 0
multiplicity = 1
orbital gap = 8.76 eV

4 unconnected molecules or ions with the total composition C26H53BCl3F3N4O7PS in a non-equilibrium geometry. Source: the OMol25 dataset; level of theory: the ωB97M-V functional and the def2-TZVPD basis.

Positions of all 99 atoms, in Å:
C (-0.012689, -2.533031, 0.696522)
C (0.826253, -2.718652, -0.586541)
S (-0.006311, -2.206322, -2.103615)
C (0.467316, -0.484048, -2.499006)
B (-0.412220, 0.675058, -1.688335)
C (0.395046, 1.713247, -0.663567)
Cl (-0.242240, 1.704949, 1.045861)
C (1.925624, 1.557340, -0.571972)
C (2.514920, 2.834179, 0.101788)
Cl (2.448471, 0.174188, 0.456632)
O (-1.512804, -0.050007, -0.997067)
C (-2.792313, 0.348455, -1.363272)
C (-3.571687, -0.796289, -2.059097)
C (-3.477607, 0.488789, 0.026768)
C (-4.914073, 1.117010, 0.039507)
C (-5.086774, 1.909814, 1.292484)
F (-4.687889, 3.186210, 1.372112)
C (-5.591868, 1.406625, 2.397840)
F (-6.076198, 0.193883, 2.488211)
F (-5.625057, 2.083670, 3.516875)
C (-2.576256, 1.652143, -2.241734)
N (-3.222738, 1.665133, -3.612303)
C (-4.425200, 1.894880, -3.621243)
O (-5.589196, 2.154546, -3.586451)
P (-2.573902, 3.316631, -1.380447)
O (-4.157990, 3.748984, -1.214415)
Cl (-1.867835, 4.583135, -2.911493)
O (-1.236824, 1.565127, -2.577636)
H (-0.013015, -3.482074, 1.241825)
H (-1.050352, -2.300813, 0.480029)
H (0.418597, -1.800066, 1.374573)
H (0.980385, -3.792535, -0.693432)
H (1.820970, -2.297222, -0.476409)
H (0.264805, -0.391934, -3.567059)
H (1.551634, -0.411066, -2.380921)
H (0.228543, 2.728970, -1.010559)
H (2.353594, 1.502036, -1.567110)
H (3.470273, 3.110275, -0.341392)
H (1.802251, 3.650612, 0.042234)
H (2.649355, 2.616546, 1.156767)
H (-3.946741, -0.524697, -3.046288)
H (-4.440378, -1.097073, -1.475949)
H (-2.946899, -1.679028, -2.170383)
H (-2.866364, 1.016264, 0.755056)
H (-3.578992, -0.526487, 0.400078)
H (-5.158752, 1.688625, -0.848883)
H (-5.620166, 0.298338, 0.148594)
H (-4.168806, 4.428888, -0.534026)
C (1.621639, 6.562264, 4.860295)
C (0.747056, 5.376081, 4.463655)
C (1.280610, 4.586419, 3.258742)
O (1.074235, 5.216113, 2.009523)
C (2.014439, 6.215418, 1.676185)
N (-0.621817, 5.851581, 4.239699)
H (1.494050, 7.412708, 4.191067)
H (1.359392, 6.903400, 5.862710)
H (2.678722, 6.286861, 4.868120)
H (0.730272, 4.687791, 5.314090)
H (0.732421, 3.642784, 3.202973)
H (2.340412, 4.325799, 3.387043)
H (3.015061, 5.973595, 2.048284)
H (1.700773, 7.192132, 2.054965)
H (2.056325, 6.281708, 0.588181)
H (-1.226035, 5.049840, 4.080942)
H (-0.629913, 6.341007, 3.348496)
C (-4.324511, -7.543973, -3.104083)
C (-5.015521, -6.730441, -2.014283)
C (-4.460200, -5.305995, -1.858125)
O (-3.220067, -5.225877, -1.190104)
C (-2.083638, -5.498221, -1.993188)
N (-4.956762, -7.479342, -0.754186)
H (-3.348258, -7.911114, -2.789949)
H (-4.926982, -8.416860, -3.359331)
H (-4.192670, -6.952860, -4.012616)
H (-6.067625, -6.633844, -2.300131)
H (-5.160738, -4.738432, -1.238670)
H (-4.408129, -4.790151, -2.826238)
H (-2.214886, -5.147090, -3.019881)
H (-1.852257, -6.567313, -1.984535)
H (-1.234743, -4.973069, -1.557468)
H (-5.507675, -6.989239, -0.055064)
H (-4.003976, -7.408825, -0.405805)
C (8.196343, -0.864490, -0.893100)
C (6.795004, -0.775405, -0.294942)
C (6.780951, -0.736282, 1.241987)
O (7.017782, -1.988758, 1.862599)
C (8.376170, -2.365071, 1.953773)
N (5.984309, -1.880081, -0.814512)
H (8.616361, -1.867374, -0.817972)
H (8.167574, -0.609619, -1.952816)
H (8.880001, -0.167826, -0.401799)
H (6.353465, 0.161896, -0.645201)
H (5.780505, -0.434413, 1.560808)
H (7.474942, 0.021486, 1.631241)
H (9.028308, -1.501052, 2.113706)
H (8.692647, -2.910911, 1.061339)
H (8.478155, -3.038642, 2.805608)
H (5.025320, -1.758418, -0.497106)
H (6.290551, -2.726043, -0.340888)

Cartesian forces (eV/Å) of the 3 atoms listed first:
C 0.385 -0.475 0.185
C -0.487 -0.058 0.550
S 0.318 -0.281 -0.793

Calculated values
HOMO level = -4.78 eV
net charge = -1
multiplicity = 1
orbital gap = 7.17 eV